Here is a 12-piece molecular cluster, C37H66ClF3N4O47P2S12 overall in a non-equilibrium geometry from OMol25. Energies are from ωB97M-V/def2-TZVPD.

Calculated values
lowest unoccupied orbital energy = -0.1 eV
HOMO-LUMO gap = 8.6 eV
multiplicity = 1
F_max = 2.3 eV/Å
SMILES = CC[C@H](Cl)[C@]1(CCSc2nnco2)C(=O)N[C@](CCC(F)=C(F)F)([PH2]=O)[C@H]1[PH2]=N.O=S1(=O)OCCO1.O=S1(=O)OCCO1.O=S1(=O)OCCO1.O=S1(=O)OCCO1.O=S1(=O)OCCO1.O=S1(=O)OCCO1.O=S1(=O)OCCO1.O=S1(=O)OCCO1.O=S1(=O)OCCO1.O=S1(=O)OCCO1.O=S1(=O)OCCO1
HOMO level = -8.751 eV
calculated total energy = -11425.1057 a.u.

Positions of all 172 atoms, in Å:
C: 6.63700 -2.76379 0.14687
C: 5.96339 -3.31259 -1.13672
C: 5.62855 -2.26546 -2.20794
Cl: 7.15359 -1.31430 -2.50842
C: 4.40858 -1.32729 -1.87652
C: 4.83274 0.13583 -1.59015
C: 3.66549 1.02406 -1.12384
S: 4.08786 2.75970 -0.76892
C: 5.47371 3.18397 -1.75217
N: 5.93692 2.74098 -2.87547
N: 7.04068 3.54038 -3.12647
C: 7.15939 4.39700 -2.17599
O: 6.17453 4.21482 -1.23445
C: 3.46279 -1.76594 -0.72106
O: 3.75433 -2.10226 0.38272
N: 2.04172 -1.67667 -1.03374
C: 1.96485 -1.82033 -2.50631
C: 0.79720 -1.05385 -3.11449
C: -0.52889 -1.52959 -2.47745
C: -1.52099 -0.43061 -2.24832
F: -2.81732 -0.79635 -2.20608
C: -1.24536 0.85554 -2.05835
F: -2.15781 1.77690 -2.37196
F: -0.13998 1.34878 -1.51244
P: 1.71841 -3.68006 -2.69017
O: 0.73288 -4.04682 -3.73923
C: 3.42184 -1.53521 -3.09756
P: 3.43650 -0.26677 -4.44634
N: 4.85273 0.08804 -5.03281
H: 6.71933 -1.67611 0.15796
H: 7.61778 -3.22882 0.25309
H: 6.04737 -3.02145 1.02909
H: 6.62413 -4.06552 -1.56221
H: 5.05804 -3.83770 -0.81200
H: 5.48539 -2.81895 -3.13282
H: 5.61570 0.18897 -0.83385
H: 5.17364 0.54238 -2.54424
H: 3.18339 0.66907 -0.20637
H: 2.88749 1.03917 -1.89413
H: 7.89404 5.17818 -2.08438
H: 1.81182 -0.68371 -0.92223
H: 0.97035 0.01830 -2.99029
H: 0.72756 -1.24184 -4.18800
H: -0.40083 -2.07721 -1.53719
H: -0.99610 -2.23222 -3.17349
H: 1.22114 -4.09618 -1.43257
H: 2.98996 -4.29800 -2.82229
H: 3.58365 -2.44235 -3.68444
H: 2.77342 0.89416 -3.98175
H: 2.62006 -0.80042 -5.47310
H: 5.55794 -0.43850 -4.51980
O: -7.68250 4.21009 -2.02164
S: -7.58376 2.80011 -2.11539
O: -8.72464 1.97712 -2.30382
O: -6.75837 2.26620 -0.84449
C: -5.60503 1.53729 -1.27740
C: -5.24120 2.14798 -2.60783
O: -6.50188 2.42313 -3.23754
H: -5.88227 0.48626 -1.38228
H: -4.80391 1.62733 -0.54758
H: -4.64400 1.47420 -3.21456
H: -4.71040 3.09386 -2.48153
O: -3.71077 -2.10676 0.75254
S: -2.35319 -2.26447 1.14141
O: -1.45552 -3.09760 0.42189
O: -2.31634 -2.66229 2.68629
C: -1.54055 -1.69796 3.42580
C: -1.69823 -0.40655 2.65768
O: -1.68795 -0.81423 1.27244
H: -0.50154 -2.03199 3.43604
H: -1.90467 -1.61945 4.44608
H: -0.90010 0.29223 2.85691
H: -2.65807 0.06732 2.86570
O: 9.06913 -3.71250 -2.33249
S: 9.29153 -5.11226 -2.36875
O: 8.23994 -6.03103 -2.61537
O: 10.05045 -5.53052 -1.02032
C: 11.29222 -6.17201 -1.32981
C: 11.71369 -5.57108 -2.65310
O: 10.49049 -5.42569 -3.38726
H: 11.11099 -7.24520 -1.41871
H: 12.01762 -5.99175 -0.54028
H: 12.41094 -6.20252 -3.19692
H: 12.14976 -4.57920 -2.51767
O: -1.09418 2.20838 3.66279
S: -0.52717 3.47162 3.35060
O: -0.26265 4.44622 4.34394
O: -1.38427 4.14057 2.17309
C: -0.54371 4.41396 1.04399
C: 0.54377 3.36373 1.11298
O: 0.81784 3.22631 2.51257
H: -0.13524 5.42003 1.15681
H: -1.11798 4.35827 0.12269
H: 1.44266 3.65513 0.57483
H: 0.19195 2.39982 0.73829
O: 3.76798 -0.67204 5.82438
S: 2.73427 0.27899 5.63254
O: 1.63406 0.03260 4.76817
O: 3.40643 1.67796 5.23239
C: 3.01908 2.69264 6.17243
C: 2.77941 1.95364 7.46713
O: 2.16196 0.72119 7.06171
H: 2.10229 3.16333 5.80962
H: 3.79858 3.44286 6.26231
H: 2.13560 2.50250 8.14705
H: 3.71925 1.71649 7.96915
O: -5.87518 1.91528 5.26467
S: -5.66000 0.92528 4.27502
O: -4.46303 0.16359 4.21696
O: -5.93290 1.57969 2.84014
C: -6.95873 0.84943 2.15145
C: -7.82818 0.27407 3.24616
O: -6.89980 -0.09538 4.27980
H: -6.48033 0.05771 1.56944
H: -7.50853 1.50635 1.48381
H: -8.39957 -0.58961 2.91803
H: -8.50848 1.02463 3.65301
O: 4.19577 7.10879 8.63592
S: 4.82704 5.84897 8.50366
O: 4.10471 4.63114 8.60800
O: 6.07787 5.80219 9.50187
C: 7.28338 5.54064 8.77178
C: 7.03188 6.11882 7.39566
O: 5.65482 5.81948 7.12989
H: 7.43029 4.45953 8.72922
H: 8.13297 6.00131 9.26839
H: 7.67081 5.68052 6.63422
H: 7.15170 7.20416 7.38992
O: -13.83994 -0.40323 -6.19394
S: -12.45200 -0.54708 -5.93835
O: -11.59755 -1.29966 -6.77659
O: -12.28193 -1.04586 -4.41488
C: -11.47698 -0.11598 -3.68209
C: -11.72324 1.21769 -4.35091
O: -11.81139 0.91440 -5.74696
H: -10.43169 -0.41813 -3.77379
H: -11.76113 -0.11152 -2.63300
H: -10.92567 1.93147 -4.16388
H: -12.67708 1.64760 -4.03519
O: -11.08768 0.39491 -9.65959
S: -12.29588 -0.34088 -9.76672
O: -12.73944 -1.20740 -8.74281
O: -12.27540 -1.13248 -11.16949
C: -13.40526 -0.75750 -11.96140
C: -13.71941 0.66238 -11.53929
O: -13.48789 0.67819 -10.12889
H: -14.22925 -1.43480 -11.72630
H: -13.16594 -0.83249 -13.01924
H: -14.74479 0.94768 -11.75872
H: -13.03561 1.37570 -12.00588
O: -9.82294 -1.40156 7.68008
S: -8.81521 -2.25140 8.20440
O: -9.07373 -3.15950 9.26081
O: -7.54654 -1.34649 8.58632
C: -6.38588 -1.79982 7.87846
C: -6.92858 -2.39865 6.60011
O: -8.13950 -3.05969 6.99588
H: -5.88312 -2.55183 8.49035
H: -5.70600 -0.97164 7.69382
H: -6.23968 -3.10563 6.14537
H: -7.18451 -1.62490 5.87737
O: 9.56012 -2.84407 0.61549
S: 10.96416 -2.75215 0.77606
O: 11.68044 -3.57628 1.68046
O: 11.33539 -1.21656 1.05210
C: 12.25158 -0.74344 0.05780
C: 11.93899 -1.56398 -1.17596
O: 11.65523 -2.87429 -0.66961
H: 13.26789 -0.92758 0.41277
H: 12.11324 0.32194 -0.10593
H: 12.76865 -1.59773 -1.87702
H: 11.04623 -1.19601 -1.68685

=====

Here is a 6-piece molecular cluster, C37H67FN2O11PS overall in a non-equilibrium geometry from OMol25. Energies are from ωB97M-V/def2-TZVPD.

Calculated values
lowest unoccupied orbital energy = -1.8 eV
HOMO-LUMO gap = 9.1 eV
net charge = +1
multiplicity = 1
F_max = 1.2 eV/Å
HOMO level = -10.875 eV
calculated total energy = -3226.4019 a.u.

Positions of all 120 atoms, in Å:
C: 0.92820 -2.93011 6.08972
C: 1.67497 -2.68559 4.76213
C: 0.74243 -2.20745 3.67664
O: 0.34902 -0.86891 4.00281
C: -0.12925 0.00624 3.07296
C: 0.17156 -0.14331 1.59973
P: 2.01085 -0.11801 1.15042
C: 2.95609 0.29052 2.67247
C: 2.10900 1.42747 0.13113
C: 2.55350 2.69470 0.85217
N: -0.53864 -1.23692 0.95596
C: -1.63606 -1.86107 1.68130
C: -2.48833 -0.96639 2.62822
S: -2.93942 -2.01672 4.08094
C: -3.71239 -0.44990 1.81461
C: -4.78948 -1.50881 1.64214
C: -4.35786 0.88175 2.23783
C: -5.48173 0.78585 3.28051
C: -5.74180 2.09167 4.00531
N: -1.67074 0.18210 3.17397
C: -2.11303 0.77578 4.48734
C: -1.83682 2.26946 4.51615
F: -1.48295 0.14074 5.50954
H: 1.35256 -2.35213 6.90264
H: 0.98114 -3.96997 6.39078
H: -0.11906 -2.65479 6.01130
H: 2.13100 -3.61342 4.43590
H: 2.43271 -1.93329 4.94683
H: 1.19861 -2.29428 2.69074
H: -0.12767 -2.85521 3.71062
H: 0.24492 0.99358 3.33499
H: -0.18928 0.79258 1.15783
H: 3.20543 -0.64561 3.15032
H: 2.48304 0.95533 3.38505
H: 3.89537 0.71775 2.33782
H: 2.82470 1.20276 -0.65267
H: 1.14203 1.57256 -0.34329
H: 2.01553 2.86328 1.78042
H: 3.61479 2.64244 1.06942
H: 2.41725 3.56428 0.21696
H: -0.85804 -0.95888 0.03551
H: -2.32490 -2.25157 0.94272
H: -1.27247 -2.71985 2.22528
H: -3.20477 -3.11148 3.37472
H: -3.32848 -0.29321 0.80443
H: -4.42090 -2.37787 1.10767
H: -5.55180 -1.07464 1.00157
H: -5.26474 -1.78713 2.57243
H: -3.64386 1.62964 2.58168
H: -4.77631 1.31854 1.33541
H: -6.38830 0.47557 2.77042
H: -5.27113 -0.00757 3.99621
H: -6.02424 2.87347 3.30707
H: -6.58200 1.96687 4.68070
H: -4.88790 2.40776 4.59412
H: -1.82730 0.94385 2.50970
H: -3.17574 0.59761 4.59900
H: -1.38800 2.53711 5.46386
H: -1.18384 2.60132 3.71406
H: -2.76626 2.81037 4.40921
O: -3.33452 6.17562 3.34681
C: -2.21814 6.26532 3.75827
O: -1.28616 5.30060 3.51204
C: -0.06236 5.60333 4.21033
C: -0.10346 7.10740 4.45864
C: -1.60493 7.35773 4.61210
H: -0.04590 5.03253 5.14238
H: 0.77544 5.29298 3.58996
H: 0.49190 7.41280 5.31556
H: 0.27105 7.63592 3.58206
H: -1.94429 7.21807 5.63942
H: -1.92091 8.33390 4.25797
O: -3.69566 -0.65572 -1.00929
C: -2.84203 -0.47565 -1.83310
O: -1.56086 -0.20741 -1.46401
C: -0.75458 0.05376 -2.64494
C: -1.49700 -0.62054 -3.78104
C: -2.95553 -0.48812 -3.34354
H: -0.67586 1.13368 -2.77889
H: 0.24042 -0.35401 -2.48292
H: -1.27736 -0.17982 -4.74408
H: -1.22619 -1.67149 -3.82246
H: -3.40483 0.45328 -3.66519
H: -3.58073 -1.31531 -3.66604
O: -1.17402 1.50740 -6.39437
C: -0.08500 1.08339 -6.65651
O: 0.87133 0.87625 -5.72230
C: 2.09462 0.43740 -6.35957
C: 1.66412 -0.13038 -7.70570
C: 0.43699 0.72248 -8.03311
H: 2.75098 1.30349 -6.46895
H: 2.57946 -0.29646 -5.72552
H: 2.45229 -0.09305 -8.45400
H: 1.36381 -1.17193 -7.58370
H: 0.69310 1.64541 -8.55524
H: -0.31929 0.18182 -8.59401
O: 0.22384 -4.13556 -4.89741
C: 0.84738 -3.91044 -3.90421
O: 0.46806 -2.96332 -3.00980
C: 1.44758 -2.81678 -1.97520
C: 2.21404 -4.13326 -1.95596
C: 2.14670 -4.54533 -3.43105
H: 2.08651 -1.96598 -2.22557
H: 0.92256 -2.59885 -1.04762
H: 3.22110 -4.03292 -1.55781
H: 1.68135 -4.86467 -1.34697
H: 2.96283 -4.11602 -4.01473
H: 2.11776 -5.62015 -3.58296
O: 4.26198 -1.06460 -4.47136
C: 4.93189 -1.73220 -5.21009
O: 4.52117 -2.03843 -6.45852
C: 5.45982 -2.93233 -7.09374
C: 6.77239 -2.72081 -6.34700
C: 6.27964 -2.37287 -4.94087
H: 5.08080 -3.95056 -6.99249
H: 5.51479 -2.68125 -8.14896
H: 7.43030 -3.58503 -6.39115
H: 7.30524 -1.86928 -6.77028
H: 6.11883 -3.26119 -4.32750
H: 6.92834 -1.68166 -4.41125

=====

Here is a 10-piece molecular cluster, C37H68N5O20 overall in a non-equilibrium geometry from OMol25. Energies are from ωB97M-V/def2-TZVPD.

Calculated values
lowest unoccupied orbital energy = -2.9 eV
HOMO-LUMO gap = 3.1 eV
multiplicity = 2
F_max = 9.1 eV/Å
HOMO level = -5.991 eV
calculated total energy = -3228.7684 a.u.

Positions of all 130 atoms, in Å:
C: 6.09910 7.59209 4.64354
C: 5.55576 7.08162 3.28614
C: 5.00665 5.69717 3.30730
C: 4.17802 5.49541 2.00748
N: 3.11426 4.33853 1.97510
C: 2.49788 4.17572 0.53749
C: 1.10048 3.74088 0.83452
C: 0.74435 3.95521 2.29363
C: 1.91374 4.86088 2.87353
C: 3.75732 3.07471 2.48844
C: 4.98096 2.55741 1.63020
C: 5.83095 1.59662 2.34533
H: 6.85517 6.88816 4.99130
H: 5.37876 7.68141 5.45671
H: 6.68073 8.51359 4.61853
H: 6.17669 7.18005 2.39572
H: 4.81943 7.86009 3.08641
H: 4.43150 5.48232 4.20793
H: 5.86079 5.02877 3.41584
H: 4.72543 5.49674 1.06491
H: 3.57419 6.40092 1.94791
H: 3.12772 3.45894 0.01059
H: 2.54747 5.13518 0.02265
H: 1.22274 2.65903 0.78197
H: 0.39035 4.09926 0.08928
H: 0.60761 3.03799 2.86644
H: -0.24425 4.40489 2.38615
H: 1.94625 4.85739 3.96304
H: 1.70668 5.86994 2.51713
H: 2.91827 2.42296 2.73201
H: 3.99692 3.31352 3.52461
H: 5.70434 3.23761 1.18059
H: 4.58356 2.09891 0.72469
H: 5.37082 1.21870 3.25833
H: 6.83359 1.81144 2.71502
H: 5.95267 0.79795 1.61361
C: -4.07716 -3.38015 4.18800
C: -2.63907 -3.94391 4.55366
C: -1.69511 -3.64221 3.27480
O: -0.59490 -4.66630 3.15582
C: 0.17477 -4.47392 1.97388
N: -2.10499 -3.13876 5.72705
H: -1.86540 -2.16130 5.64176
H: -2.69372 -3.37233 6.51378
H: -1.23784 -3.54522 6.04791
H: -4.82386 -3.42711 4.98068
H: -4.54535 -3.90281 3.35390
H: -4.11905 -2.32925 3.90173
H: -2.77109 -5.00677 4.75613
H: -1.32863 -2.61674 3.22785
H: -2.31493 -3.69228 2.37959
H: 1.02874 -5.13836 2.10561
H: 0.39699 -3.43721 1.72101
H: -0.52709 -4.92833 1.27459
C: -3.99408 -1.13121 0.42625
C: -3.09675 -0.08749 -0.30311
C: -1.84979 -0.81757 -0.79720
O: -1.10907 0.00484 -1.78946
C: -0.32304 1.04048 -1.38311
N: -3.82038 0.73998 -1.32892
H: -4.37888 0.13116 -1.90988
H: -4.33919 1.51212 -0.93555
H: -3.15632 1.20509 -1.93124
H: -4.19406 -2.01672 -0.17707
H: -5.01779 -0.86023 0.68450
H: -3.37106 -1.60907 1.18230
H: -2.69393 0.74763 0.26996
H: -2.11064 -1.72467 -1.34238
H: -1.06271 -0.95796 -0.05632
H: -0.73350 1.69493 -0.61415
H: 0.10470 1.56884 -2.23516
H: 0.46889 0.55027 -0.81686
C: -1.26333 0.09607 -5.08222
N: -0.67434 -1.04990 -4.43838
C: -1.48572 -2.13726 -4.25021
C: -0.82013 -3.28830 -3.77132
C: 0.50187 -3.33538 -3.36419
C: 1.21679 -2.11995 -3.39377
C: 0.66079 -0.95743 -4.02243
C: 1.10583 -4.62781 -2.89330
C: 1.86789 -4.63565 -1.77193
C: 2.70287 -5.77396 -1.46646
N: 2.65774 -6.85316 -2.37972
C: 1.76632 -6.86015 -3.43419
C: 0.93793 -5.80073 -3.59772
C: 3.54217 -7.95675 -2.22416
H: -0.79363 0.18271 -6.06201
H: -0.87750 0.89989 -4.45524
H: -2.32928 0.16200 -4.86428
H: -2.49102 -2.13515 -4.64489
H: -1.44080 -4.17209 -3.77979
H: 2.24994 -2.02018 -3.09536
H: 1.16769 -0.02200 -4.20800
H: 1.81751 -3.75820 -1.14428
H: 3.34852 -5.84778 -0.60386
H: 1.79607 -7.78328 -3.99395
H: 0.32204 -5.82457 -4.48458
H: 3.04260 -8.85937 -2.57602
H: 3.72837 -8.15955 -1.16950
H: 4.46724 -7.82012 -2.78423
O: -6.26721 -3.72165 -3.61667
C: -5.51669 -2.63887 -3.75329
O: -4.48531 -2.55768 -3.04498
O: -5.89112 -1.71700 -4.53413
H: -5.78979 -4.03060 -2.84323
O: -7.66565 4.01466 -0.61648
C: -6.57809 3.26676 -0.90970
O: -6.02129 2.59364 -0.02923
O: -6.15496 3.36101 -2.07218
H: -7.71194 3.76963 0.31057
O: -6.10966 -4.53722 -0.90128
C: -6.09141 -4.24505 0.42366
O: -5.77250 -5.15115 1.19652
O: -6.72524 -3.21241 0.74772
H: -6.60191 -3.71774 -0.98932
O: -1.79901 4.58645 -3.12885
C: -2.70187 3.63617 -3.32087
O: -2.36639 2.50268 -3.25066
O: -3.85598 3.92960 -3.55549
H: -1.03358 4.05745 -2.89247
O: 1.24515 -1.38254 1.00214
C: 2.22004 -0.90904 0.35762
O: 2.74722 0.12566 0.86647
O: 2.75160 -1.55121 -0.59536
H: 1.51906 -0.75294 1.67308
O: 0.83256 4.25946 -2.96186
C: 1.72748 3.39676 -3.38787
O: 2.92497 3.64671 -3.10430
O: 1.34813 2.49437 -4.15904
H: 1.56671 4.63242 -2.46837